The following is a DFT calculation (wB97M-V/def2-TZVPD) of a molecular structure, C33H49Cl2F3GeN7O5SSi3Sr.

Geometry as XYZ:
```
105
Properties=species:S:1:pos:R:3:lowdin_charge:R:1
Sr -0.241 0.017 -1.713 1.281
C 4.994 -1.115 -1.688 -0.071
N 4.169 -2.246 -1.287 -0.160
C 4.810 -3.087 -0.275 -0.071
C 2.805 -2.005 -1.191 -0.447
N 2.226 -0.870 -1.222 0.100
N 2.097 -3.204 -1.133 0.119
C 0.757 -3.427 -0.899 -0.567
N 0.527 -4.766 -0.568 0.123
N -0.132 -2.528 -1.028 0.056
H 5.942 -1.505 -2.061 0.086
H 5.200 -0.432 -0.856 0.043
H 4.504 -0.575 -2.497 0.096
H 5.691 -3.562 -0.712 0.086
H 4.136 -3.866 0.075 0.056
H 5.116 -2.497 0.593 0.052
H 2.908 -0.123 -1.121 0.053
H 2.639 -4.023 -1.349 0.135
H 1.149 -5.099 0.157 0.077
H -0.437 -4.943 -0.330 0.091
H -1.064 -2.849 -0.779 0.043
O -0.109 4.680 -6.261 0.078
C -0.050 3.830 -5.397 -0.285
C 0.354 2.386 -5.592 -0.312
O 0.685 1.874 -6.650 0.056
C 0.262 1.751 -4.270 -0.343
C -0.134 2.720 -3.301 -0.340
O -0.270 2.460 -2.055 -0.255
C -0.365 4.013 -3.935 -0.316
O -0.740 5.047 -3.395 0.044
O 0.497 0.532 -3.989 -0.190
C -1.985 -1.289 1.966 -0.236
Si -1.619 0.399 2.710 0.282
C -2.995 0.792 3.944 -0.230
C -0.019 0.295 3.690 -0.245
Ge -1.476 2.042 1.000 0.724
Si -3.532 2.838 0.105 0.297
C -3.868 4.547 0.835 -0.233
C -4.934 1.706 0.649 -0.219
C -3.491 2.972 -1.754 -0.204
Si 0.419 3.481 1.055 0.306
C 0.103 5.037 0.070 -0.208
C 1.928 2.554 0.440 -0.220
C 0.714 3.977 2.854 -0.222
H -2.135 -2.035 2.753 0.028
H -1.146 -1.617 1.345 -0.020
H -2.867 -1.258 1.323 0.006
H -3.020 0.036 4.735 0.022
H -3.972 0.809 3.459 0.002
H -2.831 1.766 4.410 0.021
H -0.029 -0.595 4.329 0.027
H 0.099 1.171 4.332 0.015
H 0.864 0.230 3.052 0.010
H -3.888 4.515 1.927 0.017
H -4.835 4.923 0.486 0.022
H -3.098 5.256 0.526 0.011
H -5.093 1.759 1.729 0.007
H -4.715 0.673 0.375 0.002
H -5.866 1.997 0.155 0.029
H -2.667 3.608 -2.086 0.017
H -4.433 3.395 -2.118 0.032
H -3.360 1.983 -2.198 0.011
H -0.183 4.814 -0.959 0.008
H 1.010 5.651 0.049 0.032
H -0.688 5.633 0.533 0.015
H 1.812 2.365 -0.630 0.010
H 2.068 1.602 0.962 0.009
H 2.846 3.130 0.588 0.037
H -0.168 4.464 3.278 0.020
H 1.550 4.682 2.910 0.014
H 0.967 3.116 3.474 0.000
Cl 1.533 -2.737 2.179 0.560
C 3.074 -2.569 3.048 -1.005
Cl 3.911 -4.144 3.160 0.463
H 2.867 -2.216 4.048 0.007
H 3.711 -1.851 2.525 -0.089
F -10.037 -2.923 -2.251 0.115
C -9.695 -1.743 -1.675 -0.577
F -10.375 -0.791 -2.343 0.120
F -10.217 -1.787 -0.427 0.117
C -8.221 -1.513 -1.670 -0.153
C -7.631 -0.617 -2.551 -0.019
C -6.257 -0.448 -2.552 -0.018
C -5.439 -1.171 -1.674 -0.275
C -6.058 -2.069 -0.789 -0.028
C -7.427 -2.239 -0.788 -0.026
C -4.027 -0.977 -1.655 -0.238
C -2.819 -0.768 -1.578 -0.122
H -8.246 -0.046 -3.234 0.114
H -5.793 0.256 -3.230 0.118
H -5.437 -2.623 -0.097 0.111
H -7.888 -2.932 -0.094 0.116
C 4.482 4.452 4.593 -0.045
C 4.201 2.976 4.526 -0.374
C 3.483 2.326 5.525 -0.063
C 3.253 0.978 5.314 -0.185
N 3.680 0.318 4.252 0.031
C 4.388 1.017 3.324 -0.889
S 4.986 0.195 1.937 0.458
N 4.651 2.342 3.456 0.076
H 4.391 4.834 5.611 0.066
H 3.771 4.988 3.961 0.064
H 5.480 4.654 4.208 0.073
H 3.109 2.844 6.398 0.089
H 2.685 0.399 6.039 0.097
```

Summary:
**Charge**: -2
**Gap between HOMO and LUMO (alpha / beta)**: 5.612 / 5.388 eV
**Multiplicity**: 2
**E_tot**: -180709.012 eV
**ΔE to the lowest compared entry with this formula, charge and spin**: 37.9 kJ/mol